DFT (wB97M-V/def2-TZVPD) results for a molecular structure, C45H37BrCsN4O2P2S2Te.

The molar mass is 1132.31 g/mol. The value obtained for the energy relative to the best compared isomer or geometry (same formula, charge and spin) is 0.00 kJ/mol. The largest force on an atom comes out at 0.019 hartree/bohr. The LUMO energy is 1.85 eV.

The geometry in ORCA input format:
```
! RIJCOSX wB97M-V def2-TZVPD def2/J DEFGRID3
* xyz -1 1
Cs 1.689 0.122 0.203
Te -3.544 0.651 -2.163
C -5.368 0.539 -1.087
C -5.393 0.597 0.299
C -6.607 0.497 0.959
N -7.781 0.343 0.346
C -7.748 0.285 -0.983
C -6.588 0.377 -1.736
C -2.251 0.493 -0.533
P -1.417 2.029 -0.094
C -2.774 3.254 0.098
C -3.002 4.119 -0.973
C -4.013 5.067 -0.925
C -4.808 5.175 0.207
C -4.585 4.331 1.284
C -3.578 3.377 1.229
C -0.936 1.812 1.687
C 0.151 2.526 2.203
C 0.517 2.405 3.536
C -0.188 1.551 4.375
C -1.256 0.822 3.874
C -1.623 0.953 2.541
P -1.468 -1.054 -0.264
C -0.510 -1.517 -1.796
C -0.010 -2.811 -1.978
C 0.834 -3.114 -3.033
C 1.215 -2.124 -3.931
C 0.735 -0.834 -3.762
C -0.116 -0.537 -2.704
C -2.815 -2.278 -0.284
C -3.309 -2.887 -1.437
C -4.397 -3.747 -1.369
C -5.011 -4.003 -0.151
C -4.525 -3.406 1.004
C -3.432 -2.556 0.936
H -4.462 0.705 0.844
H -6.639 0.540 2.044
H -8.705 0.156 -1.480
H -6.648 0.311 -2.816
H -2.381 4.036 -1.858
H -4.181 5.720 -1.773
H -5.598 5.914 0.251
H -5.202 4.410 2.171
H -3.420 2.722 2.076
H 0.738 3.159 1.547
H 1.365 2.963 3.913
H 0.104 1.443 5.413
H -1.800 0.144 4.520
H -2.447 0.375 2.139
H -0.288 -3.588 -1.274
H 1.208 -4.125 -3.151
H 1.886 -2.354 -4.749
H 1.027 -0.052 -4.452
H -0.474 0.480 -2.573
H -2.851 -2.669 -2.393
H -4.777 -4.205 -2.274
H -5.868 -4.664 -0.102
H -5.002 -3.600 1.957
H -3.048 -2.091 1.838
O 6.820 -3.346 0.097
C 7.287 -2.092 0.015
C 8.657 -1.918 -0.189
C 9.202 -0.651 -0.272
C 8.388 0.471 -0.155
C 7.029 0.297 0.041
C 6.453 -0.967 0.128
C 4.972 -1.068 0.357
O 4.274 -0.026 0.367
N 4.531 -2.309 0.533
N 3.194 -2.370 0.879
C 2.689 -3.528 0.836
S 1.032 -3.779 1.407
C 1.059 -5.582 1.219
C 1.987 -5.921 0.068
S 3.530 -4.990 0.279
H 5.841 -3.261 0.277
H 9.273 -2.805 -0.274
H 10.268 -0.536 -0.428
H 8.810 1.466 -0.215
H 6.366 1.147 0.133
H 0.040 -5.913 1.017
H 1.407 -6.043 2.144
H 1.534 -5.650 -0.886
H 2.230 -6.984 0.054
Br 4.416 7.245 0.115
C 3.608 5.545 -0.124
C 4.316 4.396 0.173
C 3.676 3.177 -0.018
N 2.425 3.073 -0.463
C 1.763 4.193 -0.745
C 2.309 5.459 -0.594
H 5.331 4.435 0.541
H 4.187 2.242 0.196
H 0.741 4.064 -1.085
H 1.733 6.343 -0.828
*
```